1.
Below is 2 unconnected molecules or ions with the total composition C4H10BrO2 at a distorted geometry, with properties calculated with the ωB97M-V functional and the def2-TZVPD basis.

Calculated values
2S+1   1
Charge   -1
Energy above the lowest of the compared OMol25 structures with the same formula, charge and spin   27.8 kcal/mol
Largest force on an atom   2.75 eV/Å
HOMO-LUMO gap   6.69 eV

Each line ends with the Mulliken charge.
Atoms and positions in Å:
Br1 -0.95 -2.95 0.01  -0.8782
C1 1.46 0.50 1.83  -0.7619
O1 0.50 0.72 0.85  -0.2979
C2 -0.56 -0.21 0.84  -0.2881
C3 -1.39 -0.07 -0.42  -0.8197
O2 -0.73 -0.61 -1.60  -0.2840
C4 0.18 0.32 -2.20  -0.7218
H1 1.82 -0.53 1.81  0.3350
H2 1.16 0.78 2.84  0.2790
H3 2.31 1.17 1.67  0.2394
H4 -1.28 -0.05 1.64  0.3190
H5 -0.15 -1.22 0.86  0.2586
H6 -1.55 1.00 -0.55  0.4251
H7 -2.35 -0.58 -0.39  0.3728
H8 -0.19 1.33 -2.38  0.2926
H9 0.58 0.02 -3.17  0.3008
H10 1.12 0.39 -1.65  0.2294


2.
Below is a molecular structure, C5H8O, with properties calculated with the ωB97M-V functional and the def2-TZVPD basis.

Calculated values
2S+1   1
Charge   0
Energy above the lowest of the compared OMol25 structures with the same formula, charge and spin   108.6 kcal/mol
Largest force on an atom   0.58 eV/Å
HOMO-LUMO gap   8.99 eV

Each line ends with the Mulliken charge.
Atoms and positions in Å:
C1 0.67 -0.06 -1.32  -1.5011
C2 -0.12 -0.24 -0.05  1.4493
C3 -1.56 0.18 -0.13  -1.4187
O1 0.54 0.85 1.04  -0.4895
C4 0.20 -1.41 0.80  -0.7367
C5 0.78 -0.64 1.68  -0.2299
H1 1.74 -0.27 -1.16  0.4035
H2 0.30 -0.78 -2.05  0.3678
H3 0.55 0.94 -1.73  0.3681
H4 -2.02 0.17 0.86  0.3636
H5 -2.08 -0.55 -0.76  0.3609
H6 -1.67 1.17 -0.57  0.3237
H7 1.40 1.20 0.73  0.3685
H8 1.25 -0.57 2.65  0.3704


3.
Below is a molecular structure, C38H38Cl3HfN9O3S at a distorted geometry, with properties calculated with the ωB97M-V functional and the def2-TZVPD basis.

Calculated values
2S+1   1
Charge   +2
Largest force on an atom   2.53 eV/Å
HOMO-LUMO gap   6.95 eV

Each line ends with the Mulliken charge.
Atoms and positions in Å:
Hf1 0.19 0.02 -0.25  -0.1684
O1 -1.13 -1.38 -3.95  -0.6812
C1 -0.64 -0.78 -3.02  0.4125
N1 -0.99 -0.84 -1.70  1.1497
C2 -2.03 -1.68 -1.20  -0.2485
C3 -3.10 -2.16 -1.95  -0.4714
C4 -4.07 -2.94 -1.33  -0.8557
C5 -3.98 -3.24 0.01  -0.7626
C6 -2.92 -2.77 0.78  -0.7596
C7 -1.93 -1.99 0.18  0.5310
N2 -0.74 -1.52 0.81  1.6040
C8 -0.46 -1.72 2.13  -0.1711
O2 -1.19 -2.15 3.00  -0.6573
C9 0.97 -1.37 2.46  0.5688
C10 1.56 -1.90 3.60  -1.0635
C11 2.92 -1.72 3.80  -0.5603
C12 3.64 -1.01 2.84  -1.2550
C13 2.97 -0.47 1.77  0.0306
N3 1.65 -0.62 1.58  0.5998
C14 0.53 0.16 -3.29  0.2239
C15 1.01 0.24 -4.58  -0.6601
C16 2.10 1.05 -4.86  -0.6698
C17 2.66 1.78 -3.82  -0.8680
C18 2.12 1.66 -2.56  -0.4531
N4 1.08 0.87 -2.28  0.4776
H1 -3.16 -1.93 -3.00  0.5332
H2 -4.90 -3.31 -1.92  0.4479
H3 -4.74 -3.84 0.49  0.4717
H4 -2.85 -3.01 1.82  0.6129
H5 0.94 -2.47 4.28  0.6057
H6 3.41 -2.13 4.67  0.5148
H7 4.71 -0.86 2.94  0.5093
H8 3.51 0.11 1.03  0.3772
H9 0.52 -0.35 -5.34  0.6199
H10 2.50 1.12 -5.86  0.4972
H11 3.51 2.44 -3.98  0.5032
H12 2.55 2.22 -1.74  0.2947
N5 -1.36 1.85 -1.22  -0.2665
C19 -2.27 2.62 -0.34  -0.9137
C20 -2.58 1.75 0.86  -0.8090
N6 -1.37 1.10 1.41  -0.4107
C21 -0.60 1.94 2.35  -0.6565
C22 0.35 2.87 1.61  -0.7838
N7 1.22 2.09 0.68  -0.5191
H13 -0.98 2.47 -1.94  0.2355
H14 -1.92 1.18 -1.72  0.3076
H15 -3.20 2.87 -0.85  0.4733
H16 -1.80 3.55 -0.06  0.3243
H17 -3.27 0.96 0.57  0.3952
H18 -3.08 2.35 1.63  0.4874
H19 -1.72 0.31 1.95  0.2364
H20 -0.02 1.28 3.00  0.2703
H21 -1.26 2.53 2.99  0.5513
H22 0.95 3.42 2.34  0.5610
H23 -0.20 3.60 1.02  0.2841
H24 2.00 1.74 1.23  0.2527
H25 1.64 2.75 0.03  0.1553
Cl1 2.37 -11.64 -2.05  -0.1848
C23 2.44 -9.93 -1.83  0.3607
C24 1.49 -9.29 -1.06  -1.0630
C25 1.59 -7.92 -0.87  -0.0659
C26 2.61 -7.17 -1.44  -0.6528
C27 2.67 -5.69 -1.15  1.3769
C28 2.37 -4.83 -2.38  -1.3146
N8 2.35 -3.42 -2.01  0.2915
C29 3.42 -2.57 -2.09  -1.2820
C30 3.03 -1.40 -1.53  -0.8722
N9 1.73 -1.53 -1.08  1.5757
C31 1.36 -2.77 -1.39  -0.7734
O3 3.92 -5.28 -0.62  -0.3884
C32 3.90 -4.81 0.72  0.2497
C33 3.58 -5.88 1.72  -0.1433
C34 2.35 -6.15 2.25  0.9777
Cl2 0.87 -5.29 1.98  -0.1420
S1 2.35 -7.49 3.32  -0.1708
C35 4.03 -7.72 3.08  -0.3511
C36 4.55 -6.80 2.22  -1.2229
C37 3.54 -7.84 -2.23  0.8741
Cl3 4.85 -7.00 -3.00  -0.2050
C38 3.47 -9.21 -2.42  -0.8771
H26 0.69 -9.86 -0.60  0.4339
H27 0.84 -7.42 -0.25  0.4237
H28 1.89 -5.46 -0.42  -0.3509
H29 1.42 -5.12 -2.82  0.2522
H30 3.16 -4.95 -3.12  0.5567
H31 4.36 -2.87 -2.53  0.5686
H32 3.59 -0.49 -1.42  0.6183
H33 0.39 -3.20 -1.19  0.5464
H34 3.19 -3.98 0.83  -0.3828
H35 4.90 -4.44 0.89  0.4847
H36 4.53 -8.52 3.58  0.4809
H37 5.59 -6.78 1.93  0.4544
H38 4.20 -9.71 -3.04  0.4619


4.
Below is a gas-phase ion, C3H7N2O (charge +1) at a distorted geometry, with properties calculated with the ωB97M-V functional and the def2-TZVPD basis.

Calculated values
2S+1   1
Charge   +1
Energy above the lowest of the compared OMol25 structures with the same formula, charge and spin   140.0 kcal/mol
SMILES string   CCCO[N+]#N
Largest force on an atom   2.45 eV/Å
HOMO-LUMO gap (alpha / beta)   7.86 / 7.86 eV

Each line ends with the Mulliken charge.
Atoms and positions in Å:
C1 -0.72 0.72 -0.02  -1.2387
C2 0.46 -0.13 0.39  -0.2558
C3 0.59 -1.44 -0.40  -0.2278
O1 1.59 -2.24 -0.04  -0.0406
N1 3.14 -1.61 -0.13  0.4459
N2 4.21 -1.88 -0.11  -0.1289
H1 -1.66 0.29 0.31  0.3561
H2 -0.64 1.69 0.45  0.3400
H3 -0.75 0.86 -1.10  0.3713
H4 0.45 -0.32 1.47  0.3261
H5 1.41 0.39 0.17  0.3451
H6 -0.25 -2.10 -0.06  0.3359
H7 0.49 -1.30 -1.49  0.3714


5.
Below is 9 unconnected molecules or ions with the total composition C18H56N2O9 at a distorted geometry, with properties calculated with the ωB97M-V functional and the def2-TZVPD basis.

Calculated values
2S+1   2
Charge   +1
Energy above the lowest of the compared OMol25 structures with the same formula, charge and spin   29.9 kcal/mol
<S²>   0.754
Largest force on an atom   2.75 eV/Å
HOMO-LUMO gap (alpha / beta)   8.08 / 2.46 eV

Each line ends with the Mulliken charge.
Atoms and positions in Å:
O1 -0.91 1.15 -4.37  -0.6287
H1 -0.80 0.22 -4.17  0.3017
H2 -1.17 1.16 -5.29  0.2870
O2 1.93 2.72 1.37  -0.6996
H3 1.24 3.34 1.12  0.1934
H4 1.54 1.86 1.23  0.4730
C1 5.08 -0.84 1.38  -1.0423
C2 3.89 -1.06 2.34  0.3217
O3 4.41 -1.07 3.66  -0.5596
H5 5.63 0.03 1.74  0.3468
H6 4.60 -0.62 0.43  0.1292
H7 5.67 -1.76 1.33  0.4015
H8 3.50 -2.04 2.03  0.1564
H9 3.13 -0.29 2.20  -0.0899
H10 5.22 -1.58 3.73  0.3260
C3 -0.78 -0.36 -0.66  -1.0620
C4 -0.47 0.71 0.33  -0.0110
O4 0.68 0.40 1.07  -0.4322
H11 -0.97 -1.39 -0.36  0.3559
H12 0.03 -0.33 -1.39  0.1627
H13 -1.70 0.00 -1.12  0.2650
H14 -1.13 0.78 1.19  0.4434
H15 -0.47 1.71 -0.12  -0.0371
H16 0.47 -0.40 1.56  0.3004
C5 -0.76 6.00 -0.40  -0.8582
C6 0.05 4.96 -1.26  0.1714
O5 0.55 5.46 -2.47  -0.5771
H17 -1.20 5.31 0.32  0.0190
H18 -1.57 6.57 -0.88  0.3661
H19 -0.10 6.74 0.05  0.3085
H20 -0.46 4.03 -1.50  0.1198
H21 0.93 4.53 -0.80  0.1272
H22 0.90 4.67 -2.88  0.4372
C7 3.29 1.85 -2.67  -1.4407
C8 1.83 1.60 -2.84  0.6546
O6 1.26 2.76 -3.38  -0.5070
H23 3.37 2.71 -2.01  0.3104
H24 3.86 2.08 -3.57  0.3512
H25 3.89 1.07 -2.19  0.3411
H26 1.36 1.37 -1.89  -0.3174
H27 1.70 0.74 -3.50  0.2699
H28 0.45 2.43 -3.77  0.3216
C9 -5.72 -0.06 -1.11  -0.9259
C10 -4.76 -1.15 -0.70  0.1129
O7 -4.43 -1.97 -1.76  -0.5360
H29 -6.59 -0.70 -1.25  0.3034
H30 -5.49 0.36 -2.09  0.2867
H31 -5.72 0.61 -0.25  0.2610
H32 -5.18 -1.72 0.13  0.3396
H33 -3.85 -0.79 -0.23  -0.1460
H34 -5.18 -2.51 -2.04  0.3243
C11 1.41 -8.01 -1.10  -1.3873
C12 2.51 -7.12 -1.65  0.4982
C13 1.90 -5.81 -2.05  -0.8419
O8 1.51 -5.04 -0.87  -0.4170
C14 1.15 -3.71 -1.20  -0.7299
N1 3.44 -7.00 -0.56  -0.8026
H35 0.53 -7.97 -1.74  0.3631
H36 0.97 -7.66 -0.17  0.2735
H37 1.65 -9.07 -0.97  0.3671
H38 3.01 -7.54 -2.52  0.3960
H39 1.09 -6.00 -2.75  0.4178
H40 2.68 -5.22 -2.54  0.3917
H41 1.89 -2.95 -1.43  0.2894
H42 0.54 -3.39 -0.35  0.1772
H43 0.55 -3.84 -2.10  0.3967
H44 4.28 -6.55 -0.89  0.2855
H45 3.11 -6.14 -0.15  0.3089
C15 -0.75 3.47 3.16  -0.9270
C16 -2.19 3.71 3.65  0.4247
C17 -3.28 2.81 2.99  -0.8901
O9 -2.96 1.45 3.16  -0.3345
C18 -4.10 0.59 3.04  -0.7791
N2 -2.11 3.39 5.06  -0.2014
H46 -0.60 3.60 2.09  -0.3002
H47 -0.39 2.48 3.44  0.5240
H48 -0.08 4.15 3.69  0.3926
H49 -2.38 4.78 3.51  0.4303
H50 -3.56 3.08 1.97  0.4917
H51 -4.25 3.12 3.37  0.6009
H52 -4.87 0.80 3.78  0.4394
H53 -3.75 -0.43 3.19  0.2825
H54 -4.59 0.70 2.07  0.1625
H55 -1.27 3.67 5.55  0.3459
H56 -2.14 2.38 5.04  0.3323